Computed, not measured: C32H22BrF5HfN4O4S2 as an isolated structure, with ωB97M-V/def2-TZVPD.

For the strongest force on any atom, the calculation gives 2.02 eV/A. The charge is +2. Its total energy is -154286.709 eV. Its energy above the lowest of the compared OMol25 structures with the same formula, charge and spin is 1.2 kJ/mol. The value obtained for the HOMO-LUMO gap is 0.283 hartree. Its HOMO energy is -13.38 eV.

```
71
Properties=species:S:1:pos:R:3:mulliken_charge:R:1
Hf -0.22979 0.16482 -0.89341 1.56
C 0.22449 -3.04844 -1.89273 -1.09
O 0.78371 -1.79046 -1.40776 0.02
C 2.17854 -1.63932 -1.50666 1.41
C 3.03896 -2.63805 -1.89132 -0.43
C 4.40992 -2.41284 -1.77198 -0.68
Br 5.60496 -3.75342 -2.30638 -0.13
C 4.88547 -1.23271 -1.24743 -0.62
C 3.98871 -0.21937 -0.90727 0.34
C 2.63092 -0.39206 -1.08716 0.48
O 1.71540 0.55794 -0.81057 -1.03
C 4.47537 1.01358 -0.27677 0.11
N 5.33172 1.17937 0.62890 -0.52
C 5.31922 2.55666 1.01416 0.27
C 6.08412 3.18005 1.97281 -0.80
C 5.85297 4.53680 2.18495 -0.51
C 4.89350 5.23916 1.45929 -0.53
C 4.11452 4.60623 0.49192 -0.97
C 4.36394 3.26703 0.31869 0.75
N 3.75323 2.30830 -0.61255 0.21
H 0.67739 -3.86662 -1.34147 0.40
H 0.41855 -3.13393 -2.95831 0.42
H -0.83809 -3.00865 -1.70516 0.23
H 2.68440 -3.59077 -2.25941 0.65
H 5.94867 -1.07422 -1.11389 0.60
H 2.74837 2.12874 -0.51532 0.24
H 6.83186 2.63045 2.53018 0.50
H 6.43668 5.06237 2.93011 0.43
H 4.74992 6.29661 1.64243 0.42
H 3.36646 5.14640 -0.07574 0.50
H 3.91993 2.56327 -1.59066 0.47
C -6.05187 -3.24962 3.73503 -1.49
C -5.21464 -2.47598 2.75495 0.85
C -5.77832 -1.41712 2.04291 -0.78
C -5.03781 -0.69338 1.13223 -0.65
C -3.70838 -1.05458 0.92657 0.30
C -3.11019 -2.11870 1.60890 -0.35
C -3.87505 -2.81573 2.52229 -0.93
S -2.81313 -0.08481 -0.16959 1.73
O -1.86513 -1.02757 -0.94869 -0.63
O -3.63664 0.69554 -1.01962 -0.70
N -1.70088 0.84005 0.57160 -0.55
C -1.01227 0.25567 1.67732 0.15
C -1.40597 0.32369 2.99788 -0.62
C -0.60452 -0.30321 3.93359 -0.31
C 0.55695 -0.96640 3.53009 -0.93
C 0.88711 -0.97445 2.19707 -0.20
N 0.10925 -0.36779 1.28817 0.13
H -6.60941 -2.57837 4.38966 0.39
H -5.44302 -3.91050 4.34768 0.36
H -6.78423 -3.86183 3.20322 0.34
H -6.81916 -1.15767 2.20238 0.43
H -5.47791 0.12757 0.57553 0.54
H -2.08741 -2.41829 1.40784 0.33
H -3.43579 -3.64770 3.06082 0.39
H -2.31179 0.85305 3.26407 0.60
H -0.87918 -0.28029 4.98182 0.49
H 1.19744 -1.46285 4.24692 0.46
H 1.78101 -1.46317 1.82833 0.53
F -4.19471 0.16060 -5.93706 -0.27
C -3.34257 0.66853 -5.06527 0.67
C -2.30290 -0.10301 -4.58724 -0.29
F -2.14289 -1.36242 -4.98109 -0.31
C -1.44809 0.47137 -3.68301 0.24
F -0.39248 -0.28449 -3.19852 -0.36
C -1.57238 1.74912 -3.18537 0.28
S -0.42598 2.38353 -1.99903 -0.61
C -2.61948 2.49961 -3.68729 0.48
F -2.80618 3.74213 -3.26601 -0.33
C -3.49337 1.97073 -4.61871 0.22
F -4.49204 2.70180 -5.08187 -0.26
```